65
Properties=species:S:1:pos:R:3:forces:R:3 method="wB97M-V/def2-TZVPD" orbital_gap_ha="0.25124 / 0.18640" charge=+2 homo_energy_ha="-0.4731 / -0.5114" spin_multiplicity=5
Rh -1.012 0.502 2.766 0.4 -0.8 -0.6
Se -1.253 1.341 5.098 0.3 0.3 0.1
Se -0.109 2.682 2.115 0.3 0.4 0.0
S 1.011 -0.667 1.922 -0.7 0.3 0.7
S -1.808 0.093 0.607 -0.1 0.3 0.0
S -1.881 -2.493 0.900 0.0 -0.5 -0.2
S -2.051 -1.355 3.669 -0.3 0.0 0.1
O -3.171 -3.484 2.986 0.0 0.1 0.0
N 1.842 -1.001 -0.601 -0.3 0.0 0.3
N -0.437 0.209 -1.693 0.1 -0.2 0.4
C -2.756 -2.889 -3.743 0.0 0.0 0.1
C 0.801 0.148 -2.459 0.2 0.0 0.0
C 4.988 1.899 -0.789 0.0 0.0 0.0
C 4.198 -0.372 -0.649 -0.1 0.0 0.0
C -2.451 -2.530 2.480 0.3 0.2 0.2
C 3.177 -1.368 -0.138 0.4 0.1 0.0
C -2.069 -1.551 -5.618 0.0 0.0 0.0
C 5.265 -0.790 -1.433 0.0 0.0 0.0
C -1.668 0.497 -2.441 -0.2 -0.1 -0.3
C -1.494 4.041 1.933 -0.1 -0.1 0.0
C -3.587 -4.646 2.237 -0.1 -0.3 -0.1
C -1.985 -0.635 -3.395 0.1 0.1 0.1
C 4.059 0.978 -0.335 0.0 0.0 0.0
C 6.199 0.133 -1.883 0.0 0.0 0.0
C -2.468 -1.839 -2.888 0.0 0.0 0.0
C -0.462 3.153 4.967 0.0 -0.1 -0.1
C -0.376 -0.115 -0.388 0.0 0.3 -0.4
C 0.824 -0.580 0.189 0.1 0.0 -0.3
C -1.782 -0.496 -4.762 0.0 0.0 0.0
C -2.554 -2.747 -5.110 0.0 0.0 0.0
C 0.575 3.238 3.869 -0.1 -0.1 -0.1
C 6.060 1.476 -1.564 0.0 0.0 0.0
C 1.596 -1.068 -2.032 -0.1 0.0 -0.3
C -3.129 1.850 4.954 -0.1 0.1 0.0
H -2.783 -3.565 -5.779 0.0 0.0 0.0
H -1.524 1.427 -2.994 0.1 0.0 0.1
H -3.718 0.941 5.040 0.0 0.0 0.0
H 3.410 -2.369 -0.509 -0.1 0.0 0.0
H 1.383 1.060 -2.289 0.0 0.0 0.0
H -4.672 -4.628 2.187 0.0 0.1 0.0
H 1.418 2.577 4.067 0.0 0.0 0.0
H -1.661 4.224 0.875 0.1 -0.1 0.0
H 1.033 -1.980 -2.258 0.0 0.0 0.1
H -1.285 3.850 4.823 0.0 0.0 0.0
H 3.182 -1.398 0.947 -0.1 -0.1 0.0
H -2.425 3.733 2.399 0.0 0.0 0.0
H -1.417 0.441 -5.168 0.0 0.0 0.0
H 0.004 3.366 5.928 -0.1 0.0 0.0
H 4.884 2.946 -0.535 0.0 0.0 0.0
H -3.263 -5.517 2.800 0.1 0.1 0.0
H -3.160 -4.654 1.238 0.0 0.0 0.0
H 2.549 -1.104 -2.554 0.0 0.0 0.0
H -3.368 2.523 5.773 0.1 0.0 0.0
H -2.630 -1.946 -1.820 -0.1 0.0 0.0
H 6.789 2.192 -1.918 0.0 0.0 0.0
H -1.920 -1.436 -6.683 0.0 0.0 0.0
H -3.145 -3.818 -3.346 0.0 0.0 0.0
H -3.325 2.330 4.000 0.0 0.0 0.0
H -1.113 4.949 2.396 0.0 0.0 0.0
H 7.038 -0.200 -2.479 0.0 0.0 0.0
H 0.560 0.076 -3.517 0.0 0.0 0.0
H -2.482 0.644 -1.740 0.0 0.0 0.1
H 5.377 -1.838 -1.685 0.0 0.0 0.0
H 0.949 4.256 3.757 0.0 0.0 0.0
H 3.223 1.307 0.276 0.0 0.0 0.0

59
Properties=species:S:1:pos:R:3:forces:R:3 method="wB97M-V/def2-TZVPD" orbital_gap_ha=0.30951 homo_energy_ha=-0.2859 smiles="CC(C)c1c(CN(C)[C@H](C)Cc2ccccc2)n(C)n(-c2ccccc2)c1=O"
O -1.656 2.906 1.630 0.0 0.3 0.2
N 0.731 -0.622 -2.307 -0.1 0.0 0.0
N -1.651 0.678 1.019 -0.2 0.2 -0.3
N -1.165 -0.061 -0.050 0.6 -0.1 0.1
C 1.289 -3.147 -0.478 0.0 -0.1 0.0
C -0.833 2.110 -0.516 0.1 -0.3 -0.5
C -1.579 4.371 -1.208 0.2 -0.1 -0.1
C -1.529 -1.553 3.949 0.0 0.0 0.1
C -1.771 -1.324 -0.387 -0.4 -0.1 -0.1
C 2.826 -1.280 -1.168 -0.3 0.2 0.1
C -1.411 2.038 0.810 -0.1 -0.3 -0.2
C -2.955 0.648 3.043 0.1 0.0 -0.2
C -1.942 0.100 2.260 0.0 -0.3 0.5
C 2.155 -2.122 -0.123 0.1 0.0 0.0
C -0.344 0.359 -2.350 0.0 0.0 -0.1
C 1.939 -0.119 -1.658 0.4 0.0 0.0
C 0.932 -1.193 -3.625 0.0 0.1 0.1
C 0.953 -3.708 1.831 0.0 -0.1 0.1
C -2.544 -1.018 4.725 0.0 -0.1 0.1
C 2.401 -1.893 1.227 -0.1 -0.1 -0.1
C -3.243 0.089 4.273 0.0 0.0 0.1
C 0.747 4.004 -0.328 0.0 -0.1 -0.2
C -1.217 -0.994 2.724 0.0 0.2 -0.1
C 0.687 -3.932 0.491 0.0 -0.1 -0.1
C 2.776 0.839 -2.518 -0.3 -0.1 0.2
C -0.398 3.399 -1.144 -0.1 0.0 0.1
C 1.810 -2.684 2.198 0.1 0.0 0.0
C -0.756 0.837 -0.999 0.0 0.4 0.4
H -0.086 1.234 -2.970 -0.1 -0.1 0.1
H 3.737 -0.846 -0.752 0.0 0.0 -0.1
H 0.494 -4.329 2.587 0.0 -0.1 0.1
H 1.091 -3.338 -1.523 0.0 0.0 -0.1
H -1.268 5.317 -1.648 0.0 0.1 -0.1
H -0.044 3.203 -2.162 0.0 0.0 0.1
H 1.592 0.426 -0.773 0.1 -0.1 0.0
H -0.965 -2.405 4.302 0.0 -0.1 0.0
H -2.706 -1.189 -0.942 -0.1 0.0 0.0
H -1.949 4.556 -0.203 -0.1 0.0 0.1
H 1.599 3.327 -0.305 0.1 0.0 0.0
H -1.981 -1.882 0.523 0.0 0.0 -0.1
H -2.385 3.956 -1.808 -0.1 0.0 -0.1
H 3.068 -1.097 1.519 0.1 0.1 0.0
H -4.027 0.517 4.880 -0.1 0.0 0.0
H -1.204 -0.127 -2.826 0.0 0.1 0.0
H 1.774 -1.879 -3.611 0.0 -0.1 -0.1
H 3.556 1.290 -1.912 0.1 0.1 0.0
H 3.246 0.312 -3.345 0.1 0.0 -0.1
H -3.488 1.512 2.686 -0.1 0.1 -0.1
H 2.157 1.639 -2.917 0.0 0.1 -0.1
H 3.114 -1.906 -2.014 0.1 0.0 0.0
H -0.401 -1.388 2.136 0.0 0.0 -0.1
H -2.781 -1.457 5.683 0.0 0.0 0.0
H -1.058 -1.882 -0.990 0.0 0.0 0.0
H 0.016 -4.728 0.200 0.0 -0.1 0.0
H 1.064 4.950 -0.762 0.1 0.1 0.0
H 1.111 -0.435 -4.402 0.0 0.0 0.0
H 0.038 -1.754 -3.900 0.0 0.0 -0.1
H 2.019 -2.499 3.240 0.0 0.0 0.1
H 0.412 4.180 0.690 0.0 0.0 0.1

61
Properties=species:S:1:pos:R:3:forces:R:3 method="wB97M-V/def2-TZVPD" orbital_gap_ha=0.28464 homo_energy_ha=-0.2809
O 4.201 -3.375 -0.222 -1.6 2.0 0.9
O -0.253 3.120 2.136 2.4 7.3 6.8
O 0.345 -2.663 -1.095 3.3 0.0 -4.6
N -4.263 -0.499 -0.911 -1.4 -5.9 13.7
N -1.359 -2.434 0.147 7.5 -4.3 14.7
N 2.937 -1.765 0.939 0.4 -0.8 -1.7
C 3.612 1.766 0.107 -0.2 -0.5 2.6
C 2.349 0.047 -1.166 0.7 0.2 3.8
C -1.112 0.426 0.081 -0.8 1.6 -1.2
C 1.612 -1.826 1.562 5.6 14.6 5.6
C -5.363 -1.352 -0.952 -0.1 3.4 -8.3
C 3.268 0.418 0.147 -5.7 5.9 -11.0
C 2.041 -3.977 0.802 1.0 1.7 0.2
C -2.877 0.855 1.594 -2.7 0.8 7.2
C 0.929 -2.833 1.162 -5.9 -14.1 1.9
C -3.833 0.121 -1.861 5.2 4.7 -11.6
C -3.204 -0.939 0.131 -3.5 -2.6 -2.2
C 3.064 2.848 -0.662 2.7 -4.9 3.0
C 0.028 -2.651 0.029 -5.1 0.6 -0.1
C -2.449 -2.118 -0.351 -4.8 0.3 -10.9
C 2.428 2.342 -1.667 -3.9 6.5 -5.2
C 3.206 -2.923 0.389 1.3 -6.2 -0.7
C 1.991 3.427 -2.752 -4.1 -1.6 1.7
C -2.426 0.129 0.538 4.9 2.3 0.3
C -0.965 2.160 1.748 -2.1 -0.5 0.9
C 1.001 3.728 1.840 1.4 -1.6 -4.4
C -2.233 1.760 2.410 7.8 -6.9 -12.8
C 1.851 1.164 -1.794 -1.6 -7.1 -5.1
C 3.823 -0.676 0.620 5.7 -3.5 8.5
C -0.479 1.727 0.632 -0.7 -9.3 -7.0
H -3.300 -0.454 -2.806 -1.2 -0.1 1.0
H 1.414 4.667 2.339 -1.8 -1.4 0.3
H -3.127 -3.004 -0.710 0.6 1.3 1.0
H 1.805 -4.568 -0.074 -0.2 0.1 -0.1
H -4.614 0.677 -2.342 -0.2 1.0 -0.6
H -1.908 -1.912 -1.509 -1.9 0.2 1.9
H 4.303 2.024 0.871 0.8 0.4 0.8
H -2.920 0.673 -1.678 -0.3 1.1 0.5
H 0.773 3.626 -2.805 2.8 -1.0 0.3
H 2.312 4.356 -2.417 1.2 1.7 0.0
H -5.737 -1.850 -0.233 -1.7 -3.0 6.2
H -2.454 2.382 2.994 -4.4 8.1 9.4
H -6.271 -0.739 -1.360 1.4 -1.1 0.3
H -0.712 -0.241 -0.864 -0.6 2.2 2.5
H 4.916 -1.025 0.278 -2.8 0.3 0.3
H 3.345 3.810 -0.529 0.9 2.7 0.3
H 0.252 -3.435 2.150 1.7 2.2 -2.9
H -1.586 -2.643 1.559 0.8 0.7 -4.3
H 0.902 4.016 0.687 0.5 -0.3 2.2
H 2.104 -1.074 -1.351 0.2 2.4 0.1
H 1.818 -1.432 2.710 -0.8 -2.0 -2.2
H -3.739 -1.358 0.970 -0.7 0.2 0.5
H 1.063 -0.869 1.259 0.6 -0.7 0.1
H 2.404 -4.725 1.617 -0.8 1.8 -1.1
H 0.421 1.874 0.058 0.3 1.0 0.7
H -5.061 -2.090 -1.710 -0.9 -0.5 -0.4
H 1.240 0.899 -2.934 1.6 1.0 3.7
H -3.666 0.560 2.437 0.1 -0.4 -3.1
H 1.867 2.935 1.810 -1.7 1.3 0.4
H 2.253 3.136 -3.731 0.6 -0.1 -1.1
H 4.034 -0.223 1.733 0.6 -1.3 -1.5